Entry 1:
The following is a quantum chemistry calculation of C22H14ClIrN2PS2 as an isolated structure, from the Open Molecules 2025 dataset.

Positions of all 43 atoms, in Å:
1 Ir -2.380 -0.890 -0.544
2 Cl -3.184 1.335 -1.097
3 C -1.748 2.099 -1.830
4 C -1.938 3.206 -2.625
5 C -0.817 3.763 -3.230
6 C 0.440 3.208 -3.039
7 C 0.597 2.095 -2.225
8 C -0.507 1.527 -1.597
9 P -0.374 0.128 -0.457
10 C 1.018 -0.878 -0.981
11 C 0.871 -1.743 -2.066
12 C 1.953 -2.476 -2.516
13 C 3.186 -2.349 -1.886
14 C 3.338 -1.486 -0.811
15 C 2.257 -0.744 -0.357
16 C 0.004 0.808 1.157
17 C 0.069 2.181 1.375
18 C 0.357 2.657 2.648
19 C 0.581 1.769 3.689
20 C 0.522 0.396 3.468
21 C 0.233 -0.086 2.206
22 H -2.926 3.618 -2.782
23 H -0.936 4.629 -3.867
24 H 1.302 3.641 -3.528
25 H 1.578 1.661 -2.074
26 H -0.089 -1.856 -2.557
27 H 1.837 -3.152 -3.352
28 H 4.030 -2.929 -2.234
29 H 4.298 -1.392 -0.321
30 H 2.378 -0.074 0.484
31 H -0.101 2.882 0.569
32 H 0.405 3.723 2.823
33 H 0.803 2.144 4.679
34 H 0.697 -0.295 4.281
35 H 0.188 -1.156 2.036
36 S -3.043 -0.960 1.561
37 C -2.529 -2.497 2.152
38 C -2.565 -2.666 3.570
39 N -2.574 -2.764 4.715
40 C -2.108 -3.445 1.286
41 S -2.067 -3.075 -0.401
42 C -1.693 -4.752 1.682
43 N -1.362 -5.806 1.998

Summary:
Kohn-Sham gap (spin up / spin down)	6.52 / 6.52	eV
energy above the lowest of the compared OMol25 structures with the same formula, charge and spin	17.87	kJ/mol
charge	+1
highest occupied orbital energy (spin up / spin down)	-0.4338 / -0.4338	Ha

---

Entry 2:
The following is a quantum chemistry calculation of the molecule C3HNO in a non-equilibrium geometry, from the Open Molecules 2025 dataset.

Positions of all 6 atoms, in Å:
1 C 0.089 -0.701 -0.259
2 C -0.194 -2.006 -0.414
3 C -0.587 0.398 0.237
4 N 0.809 0.461 0.250
5 O -1.634 0.844 0.459
6 H 1.518 1.004 -0.273

Summary:
Kohn-Sham gap	8.78	eV
energy above the lowest of the compared OMol25 structures with the same formula, charge and spin	467.74	kJ/mol
charge	0
highest occupied orbital energy	-0.3693	Ha

---

Entry 3:
The following is a quantum chemistry calculation of C32H47N2O2P2V as an isolated structure in a non-equilibrium geometry, from the Open Molecules 2025 dataset.

Positions of all 86 atoms, in Å:
1 C -2.449 -0.655 -0.975
2 C -0.775 0.770 -1.819
3 C -3.400 -0.067 -1.804
4 C -1.685 1.400 -2.646
5 C -3.018 0.982 -2.635
6 H -4.429 -0.413 -1.733
7 H -1.344 2.235 -3.256
8 H -3.745 1.484 -3.265
9 N -1.152 -0.278 -1.048
10 P -1.673 -1.508 1.573
11 P 1.863 -0.174 -1.460
12 C -2.801 -1.656 0.104
13 H -3.842 -1.509 0.433
14 H -2.730 -2.684 -0.300
15 C 0.613 1.268 -1.527
16 H 0.928 1.990 -2.280
17 C 3.511 0.671 -0.973
18 C 1.932 -0.952 -3.178
19 C -2.316 0.003 2.569
20 C -1.967 -3.146 2.509
21 C 3.752 0.429 0.532
22 H 4.009 -0.620 0.736
23 H 4.591 1.070 0.849
24 H 2.884 0.688 1.153
25 C 4.676 0.051 -1.754
26 H 4.807 -1.010 -1.513
27 H 4.565 0.175 -2.837
28 H 5.591 0.581 -1.452
29 C 3.475 2.192 -1.234
30 H 4.515 2.552 -1.272
31 H 3.004 2.463 -2.188
32 H 2.967 2.734 -0.425
33 C 2.891 -2.169 -3.045
34 H 2.995 -2.500 -1.997
35 H 2.473 -3.013 -3.613
36 H 3.892 -1.951 -3.445
37 C 0.532 -1.437 -3.603
38 H 0.018 -1.983 -2.808
39 H -0.102 -0.607 -3.932
40 H 0.656 -2.138 -4.440
41 C 2.425 0.108 -4.192
42 H 2.563 1.111 -3.757
43 H 3.366 -0.203 -4.669
44 H 1.672 0.202 -4.989
45 C -1.053 -3.122 3.755
46 H -0.754 -4.154 3.995
47 H -0.129 -2.544 3.586
48 H -1.575 -2.717 4.633
49 C -1.574 -4.350 1.632
50 H -2.018 -4.325 0.631
51 H -0.486 -4.444 1.533
52 H -1.971 -5.247 2.132
53 C -3.457 -3.311 2.895
54 H -3.735 -4.371 2.793
55 H -3.640 -3.033 3.941
56 H -4.135 -2.743 2.243
57 C -2.245 1.310 1.745
58 H -3.189 1.864 1.846
59 H -1.437 1.957 2.105
60 H -2.087 1.151 0.673
61 C -1.426 0.127 3.821
62 H -0.353 0.063 3.579
63 H -1.606 1.105 4.291
64 H -1.665 -0.639 4.570
65 C -3.785 -0.180 2.987
66 H -4.445 -0.309 2.116
67 H -3.929 -1.012 3.687
68 H -4.097 0.742 3.506
69 V 0.257 -0.857 0.318
70 C 0.359 -2.599 -0.504
71 O 0.052 -3.548 -1.192
72 N 0.623 0.969 0.878
73 C 0.626 1.828 -0.080
74 C 0.559 3.281 0.167
75 C 1.025 3.760 1.407
76 C 0.049 4.166 -0.795
77 C 1.042 5.135 1.644
78 H 1.385 3.038 2.150
79 C 0.052 5.532 -0.534
80 H -0.338 3.775 -1.736
81 C 0.549 6.022 0.676
82 H 1.445 5.509 2.585
83 H -0.330 6.212 -1.289
84 H 0.556 7.094 0.868
85 O 1.938 -3.162 1.495
86 C 1.204 -2.459 0.848

Summary:
<S²>	3.786
Kohn-Sham gap (spin up / spin down)	6.88 / 7.20	eV
charge	+1
2S+1	4
highest occupied orbital energy (spin up / spin down)	-0.3769 / -0.4203	Ha

---

Entry 4:
The following is a quantum chemistry calculation of the molecule C5H8O2, from the Open Molecules 2025 dataset.

Positions of all 15 atoms, in Å:
1 C 0.296 0.352 -1.801
2 C 0.016 -0.943 -1.052
3 O 0.792 -1.055 0.140
4 C 0.212 -0.581 1.304
5 C 0.192 0.938 1.688
6 C -1.034 0.208 1.325
7 O -2.195 0.273 1.023
8 H 0.028 1.232 -1.205
9 H 1.358 0.420 -2.057
10 H -0.290 0.389 -2.726
11 H 0.293 -1.807 -1.664
12 H 0.411 -1.239 2.152
13 H 0.399 1.185 2.727
14 H 0.570 1.656 0.960
15 H -1.050 -1.027 -0.812

Summary:
Kohn-Sham gap	9.99	eV
SMILES string	CCO[C@H]1CC1=O
energy above the lowest of the compared OMol25 structures with the same formula, charge and spin	255.60	kJ/mol
charge	0
highest occupied orbital energy	-0.3427	Ha

---

Entry 5:
The following is a quantum chemistry calculation of C4H3NS as an isolated structure in a non-equilibrium geometry, from the Open Molecules 2025 dataset.

Positions of all 9 atoms, in Å:
1 C -0.100 -1.351 -0.852
2 C -0.881 -2.191 -0.318
3 C 0.428 0.192 -0.580
4 C -0.244 0.341 0.741
5 N 1.137 0.861 -1.344
6 S -1.273 -1.237 1.081
7 H 0.481 0.401 1.549
8 H -0.932 1.183 0.774
9 H 1.383 1.801 -1.052

Summary:
Kohn-Sham gap	7.79	eV
energy above the lowest of the compared OMol25 structures with the same formula, charge and spin	367.09	kJ/mol
charge	0
highest occupied orbital energy	-0.3207	Ha

---

Entry 6:
The following is a quantum chemistry calculation of an isolated ion of composition C4H11N2O and charge +1 in a non-equilibrium geometry, from the Open Molecules 2025 dataset.

Positions of all 18 atoms, in Å:
1 N 1.011 1.411 1.198
2 C -0.003 0.561 0.444
3 C -1.033 0.002 1.410
4 C 0.850 -0.599 -0.115
5 N 0.528 -1.106 -1.315
6 C -0.594 -0.750 -2.167
7 O 1.752 -0.992 0.601
8 H 1.192 2.288 0.709
9 H 1.851 0.828 1.328
10 H 0.585 1.700 2.079
11 H -0.436 1.163 -0.354
12 H -0.579 -0.301 2.352
13 H -1.468 -0.904 0.983
14 H -1.870 0.688 1.543
15 H 0.900 -2.044 -1.424
16 H -1.573 -0.899 -1.691
17 H -0.580 0.293 -2.508
18 H -0.533 -1.337 -3.074

Summary:
Kohn-Sham gap	10.79	eV
SMILES string	CNC(=O)[C@@H](C)[NH3+]
energy above the lowest of the compared OMol25 structures with the same formula, charge and spin	83.67	kJ/mol
charge	+1
highest occupied orbital energy	-0.5225	Ha

---

Entry 7:
The following is a quantum chemistry calculation of a 2-piece molecular cluster, C31H37F3N2OS overall in a non-equilibrium geometry, from the Open Molecules 2025 dataset.

Positions of all 75 atoms, in Å:
1 C -6.439 2.342 0.577
2 C -5.004 2.584 0.210
3 C -4.423 3.833 0.444
4 C -3.098 4.092 0.094
5 C -2.511 5.451 0.341
6 C -2.329 3.059 -0.455
7 N -0.954 3.341 -0.761
8 C 0.136 2.971 -0.075
9 N 1.263 3.478 -0.614
10 C 2.574 3.113 -0.278
11 C 2.833 1.716 0.015
12 C 1.847 0.731 -0.114
13 C 4.194 1.378 0.309
14 C 5.205 2.326 0.221
15 C 6.645 2.004 0.453
16 C 4.904 3.657 -0.071
17 C 3.597 4.073 -0.311
18 C 3.356 5.546 -0.502
19 C 0.929 4.276 -1.822
20 C -0.570 4.161 -1.928
21 C -2.897 1.810 -0.750
22 C -2.108 0.773 -1.479
23 C -4.215 1.574 -0.351
24 H -6.720 1.297 0.404
25 H -6.619 2.583 1.633
26 H -7.116 2.977 -0.010
27 H -4.998 4.623 0.926
28 H -1.447 5.400 0.599
29 H -2.606 6.112 -0.534
30 H -3.045 5.920 1.174
31 H 1.940 -0.207 0.448
32 H 0.116 2.392 0.845
33 H 1.120 0.765 -0.932
34 H 4.416 0.326 0.501
35 H 7.169 2.956 0.586
36 H 6.776 1.379 1.342
37 H 7.091 1.493 -0.408
38 H 5.722 4.376 -0.089
39 H 4.194 6.116 -0.071
40 H 3.299 5.835 -1.563
41 H 2.450 5.875 0.026
42 H 1.231 5.319 -1.681
43 H 1.448 3.894 -2.720
44 H -0.867 3.639 -2.850
45 H -1.064 5.142 -1.868
46 H -2.687 -0.153 -1.525
47 H -1.860 1.049 -2.516
48 H -1.166 0.561 -0.963
49 H -4.633 0.578 -0.502
50 C -2.200 -4.854 5.024
51 C -1.082 -3.894 4.653
52 C 0.247 -4.647 4.643
53 C -1.401 -3.188 3.337
54 C -1.861 -1.869 3.300
55 C -1.749 -1.143 2.106
56 C -1.522 -1.825 0.906
57 C -1.343 -3.215 0.911
58 C -1.234 -3.882 2.135
59 O -1.070 -2.890 5.686
60 S 0.017 -1.588 5.445
61 C -0.065 -1.012 7.168
62 F -0.778 -1.848 7.962
63 F 1.195 -0.903 7.689
64 F -0.664 0.218 7.201
65 H -2.298 -5.632 4.256
66 H -1.988 -5.324 5.989
67 H -3.156 -4.326 5.109
68 H 0.183 -5.526 3.985
69 H 1.069 -4.001 4.310
70 H 0.481 -4.976 5.664
71 H -2.287 -1.364 4.173
72 H -1.853 -0.052 2.149
73 H -1.492 -1.282 -0.038
74 H -1.270 -3.776 -0.025
75 H -1.004 -4.949 2.182

Summary:
Kohn-Sham gap	5.11	eV
energy above the lowest of the compared OMol25 structures with the same formula, charge and spin	166.79	kJ/mol
charge	0
highest occupied orbital energy	-0.1784	Ha

---

Entry 8:
The following is a quantum chemistry calculation of the molecule C6H10, from the Open Molecules 2025 dataset.

Positions of all 16 atoms, in Å:
1 C 0.160 -2.808 0.855
2 C -0.310 -1.485 1.471
3 C 0.122 -0.325 0.681
4 C 0.509 0.594 0.001
5 C 0.964 1.712 -0.836
6 C -0.185 2.408 -1.575
7 H -0.217 -2.916 -0.166
8 H 1.253 -2.846 0.816
9 H -0.194 -3.660 1.447
10 H -1.403 -1.483 1.555
11 H 0.078 -1.393 2.494
12 H 1.697 1.338 -1.562
13 H 1.497 2.439 -0.211
14 H -0.903 2.832 -0.866
15 H 0.198 3.219 -2.204
16 H -0.720 1.700 -2.215

Summary:
Kohn-Sham gap	10.44	eV
SMILES string	CCC#CCC
energy above the lowest of the compared OMol25 structures with the same formula, charge and spin	118.76	kJ/mol
charge	0
highest occupied orbital energy	-0.3438	Ha

---

Entry 9:
The following is a quantum chemistry calculation of C45H46N4O3P3S5Y as an isolated structure in a non-equilibrium geometry, from the Open Molecules 2025 dataset.

Positions of all 107 atoms, in Å:
1 Y 0.036 -0.802 -0.174
2 S -2.625 0.220 0.541
3 P -1.596 1.827 -0.047
4 C 0.119 1.539 0.112
5 P 0.986 2.208 -1.249
6 S 0.816 1.386 -3.034
7 C 2.747 2.234 -0.716
8 C 3.750 2.407 -1.666
9 C 5.077 2.482 -1.274
10 C 5.411 2.386 0.071
11 C 4.415 2.222 1.022
12 C 3.084 2.146 0.630
13 C 0.766 4.031 -1.418
14 C 0.155 4.564 -2.546
15 C -0.032 5.935 -2.664
16 C 0.411 6.784 -1.664
17 C 1.046 6.264 -0.544
18 C 1.222 4.896 -0.422
19 C -2.365 2.379 -1.625
20 C -2.577 1.427 -2.621
21 C -3.217 1.771 -3.799
22 C -3.652 3.074 -3.997
23 C -3.438 4.029 -3.015
24 C -2.798 3.685 -1.832
25 C -2.097 3.186 1.078
26 C -3.449 3.451 1.291
27 C -3.832 4.407 2.216
28 C -2.870 5.107 2.934
29 C -1.525 4.839 2.733
30 C -1.142 3.871 1.814
31 H 3.468 2.469 -2.711
32 H 5.857 2.617 -2.014
33 H 6.449 2.437 0.377
34 H 4.679 2.151 2.071
35 H 2.285 2.027 1.352
36 H -0.159 3.886 -3.331
37 H -0.526 6.336 -3.541
38 H 0.278 7.855 -1.764
39 H 1.407 6.928 0.233
40 H 1.722 4.493 0.448
41 H -2.245 0.410 -2.463
42 H -3.384 1.020 -4.561
43 H -4.169 3.341 -4.910
44 H -3.771 5.048 -3.169
45 H -2.635 4.440 -1.075
46 H -4.190 2.893 0.729
47 H -4.884 4.604 2.386
48 H -3.171 5.854 3.659
49 H -0.770 5.377 3.294
50 H -0.103 3.619 1.659
51 S 1.943 -5.564 -6.427
52 N 2.709 -4.252 -5.821
53 C 2.038 -3.878 -4.749
54 C 2.384 -2.787 -3.875
55 C 3.500 -1.994 -4.077
56 C 3.812 -1.006 -3.153
57 C 2.973 -0.842 -2.059
58 N 1.872 -1.545 -1.845
59 C 1.541 -2.532 -2.746
60 C 0.370 -3.288 -2.519
61 N -0.455 -2.933 -1.472
62 C -1.498 -3.708 -1.206
63 C -1.834 -4.847 -1.930
64 C -1.055 -5.188 -3.025
65 C 0.050 -4.416 -3.341
66 C 0.897 -4.701 -4.470
67 N 0.733 -5.685 -5.333
68 H 4.112 -2.174 -4.952
69 H 4.678 -0.370 -3.272
70 H 3.220 -0.102 -1.309
71 H -2.132 -3.401 -0.389
72 H -2.696 -5.429 -1.637
73 H -1.283 -6.047 -3.643
74 C -3.992 -3.230 5.529
75 C -3.714 -2.031 4.638
76 O -2.475 -2.174 3.936
77 P -2.390 -2.951 2.511
78 S -0.471 -2.552 2.017
79 S -4.007 -2.719 1.444
80 O -2.417 -4.529 2.916
81 C -1.383 -5.189 3.642
82 C -1.534 -6.681 3.425
83 H -4.896 -3.056 6.116
84 H -3.157 -3.400 6.209
85 H -4.137 -4.122 4.918
86 H -3.616 -1.122 5.232
87 H -4.523 -1.893 3.919
88 H -1.472 -4.942 4.706
89 H -0.410 -4.845 3.287
90 H -2.544 -6.998 3.689
91 H -0.816 -7.220 4.045
92 H -1.364 -6.930 2.378
93 C 0.959 0.354 3.332
94 C 2.275 -0.236 2.862
95 O 2.146 -0.904 1.598
96 C 3.230 -1.801 1.309
97 C 2.738 -3.185 0.922
98 H 1.154 1.063 4.139
99 H 0.291 -0.426 3.690
100 H 0.462 0.886 2.518
101 H 2.644 -0.960 3.595
102 H 3.029 0.551 2.760
103 H 3.868 -1.881 2.192
104 H 3.828 -1.365 0.503
105 H 2.114 -3.596 1.714
106 H 3.592 -3.841 0.752
107 H 2.147 -3.144 0.006

Summary:
<S²>	0.774
Kohn-Sham gap (spin up / spin down)	4.71 / 7.23	eV
energy above the lowest of the compared OMol25 structures with the same formula, charge and spin	161.38	kJ/mol
charge	-1
2S+1	2
highest occupied orbital energy (spin up / spin down)	-0.0983 / -0.1852	Ha

---

Entry 10:
The following is a quantum chemistry calculation of C4H7N3 as an isolated structure in a non-equilibrium geometry, from the Open Molecules 2025 dataset.

Positions of all 14 atoms, in Å:
1 C -2.025 0.739 0.228
2 C -0.958 -0.928 -0.231
3 C 0.426 -0.575 0.086
4 C 1.456 -0.234 -0.773
5 N 2.492 0.043 0.050
6 N 2.145 -0.097 1.336
7 N 0.912 -0.480 1.362
8 H -3.127 0.676 0.181
9 H -1.715 1.095 1.216
10 H -1.636 1.341 -0.567
11 H -1.819 -0.714 0.443
12 H -1.122 -1.014 -1.303
13 H 1.535 -0.175 -1.849
14 H 3.436 0.322 -0.178

Summary:
Kohn-Sham gap	8.84	eV
energy above the lowest of the compared OMol25 structures with the same formula, charge and spin	403.84	kJ/mol
charge	0
highest occupied orbital energy	-0.2942	Ha

---

Entry 11:
The following is a quantum chemistry calculation of the molecule C3H4O2 in a non-equilibrium geometry, from the Open Molecules 2025 dataset.

Positions of all 9 atoms, in Å:
1 C 1.291 -0.277 0.313
2 C -0.120 0.266 0.100
3 O -0.340 1.348 0.605
4 C -1.574 -0.072 -0.602
5 O -2.097 -0.935 -1.241
6 H 1.797 0.484 0.924
7 H 1.856 -0.395 -0.615
8 H 1.321 -1.225 0.855
9 H -1.993 0.891 -0.240

Summary:
Kohn-Sham gap	9.90	eV
SMILES string	CC(=O)C=O
energy above the lowest of the compared OMol25 structures with the same formula, charge and spin	157.25	kJ/mol
charge	0
highest occupied orbital energy	-0.3689	Ha

---

Number 1: molar mass 629.15 g mol⁻¹. Number 2: molar mass 67.05 g mol⁻¹. Number 3: molar mass 604.63 g mol⁻¹. Number 4: molar mass 100.12 g mol⁻¹. Number 5: molar mass 97.14 g mol⁻¹. Number 6: molar mass 103.14 g mol⁻¹. Number 7: molar mass 542.71 g mol⁻¹. Number 8: molar mass 82.15 g mol⁻¹. Number 9: molar mass 1033.05 g mol⁻¹. Number 10: molar mass 97.12 g mol⁻¹. Number 11: molar mass 72.06 g mol⁻¹.